The following is a DFT calculation (wB97M-V/def2-TZVPD) of 2 unconnected molecules or ions with the total composition C4H11N2O2S in a non-equilibrium geometry.

The geometry in XYZ format:
```
20
Properties=species:S:1:pos:R:3
C -2.352 -0.787 1.000
C 3.053 0.144 -1.075
C 1.260 1.903 -1.282
C 1.866 0.793 -1.653
N -2.128 -2.037 0.740
N -3.036 -0.339 2.009
O -0.116 0.018 1.481
O -0.645 -0.600 -0.947
S -1.076 0.288 0.052
H 3.746 0.491 -1.832
H 3.033 0.475 -0.088
H 2.837 -0.948 -1.074
H 0.532 2.459 -1.785
H 1.619 2.387 -0.377
H 0.744 0.357 1.511
H 1.465 0.404 -2.544
H -2.295 -2.678 1.404
H -1.628 -2.060 -0.160
H -3.820 -0.880 2.396
H -3.060 0.613 2.224
```

Results
Orbital gap: 8.2 eV
LUMO energy: -4.380 eV
Energy: -22227.41327 eV
Total charge: +1


The following is a DFT calculation (wB97M-V/def2-TZVPD) of C19H41NOSi in the gas phase.

The geometry in XYZ format:
```
63
Properties=species:S:1:pos:R:3
C 1.919 -7.465 -0.935
C 0.749 -6.559 -0.511
C 0.484 -5.388 -1.470
C -0.507 -5.745 -2.588
C -0.300 -4.971 -3.893
C -0.715 -3.480 -3.901
C -1.692 -3.018 -2.819
C -1.772 -1.492 -2.723
C -3.046 -1.008 -2.017
C -2.934 0.405 -1.405
C -3.209 0.478 0.112
C -1.949 0.689 0.968
C -1.723 2.154 1.338
C -0.376 2.425 2.034
C 0.493 3.498 1.357
Si 1.720 4.443 2.433
C 0.865 4.930 4.061
C 1.758 5.097 5.238
O 2.239 6.137 5.588
C 2.263 5.960 1.463
C 3.733 6.318 1.640
N 4.015 6.549 3.051
H 2.515 -7.776 -0.074
H 2.586 -6.952 -1.632
H 1.574 -8.378 -1.427
H -0.160 -7.167 -0.444
H 0.936 -6.175 0.495
H 1.430 -5.073 -1.923
H 0.103 -4.546 -0.884
H -1.533 -5.623 -2.228
H -0.391 -6.811 -2.817
H -0.816 -5.495 -4.702
H 0.769 -5.034 -4.129
H 0.175 -2.843 -3.867
H -1.195 -3.268 -4.863
H -1.399 -3.401 -1.840
H -2.696 -3.403 -3.039
H -0.903 -1.124 -2.164
H -1.719 -1.060 -3.728
H -3.867 -1.022 -2.740
H -3.301 -1.730 -1.234
H -3.628 1.073 -1.923
H -1.932 0.798 -1.605
H -3.896 1.309 0.306
H -3.730 -0.428 0.432
H -2.021 0.091 1.883
H -1.070 0.342 0.411
H -2.550 2.487 1.974
H -1.783 2.749 0.418
H 0.191 1.489 2.057
H -0.568 2.694 3.075
H -0.140 4.253 0.874
H 1.087 3.021 0.569
H 2.915 3.604 2.698
H 0.123 4.165 4.307
H 0.337 5.876 3.899
H 1.958 4.179 5.817
H 1.616 6.809 1.709
H 2.094 5.738 0.400
H 3.991 7.157 0.977
H 4.349 5.470 1.324
H 5.004 6.679 3.217
H 3.530 7.367 3.400
```

Results
Orbital gap: 10.1 eV
LUMO energy: 0.882 eV
SMILES string: CCCCCCCCCCCCCCC[Si@H](CC=O)CCN
Energy: -31783.32401 eV
Total charge: 0


The following is a DFT calculation (wB97M-V/def2-TZVPD) of 5 unconnected molecules or ions with the total composition C30H61BrN5O9P2S2 in a non-equilibrium geometry.

The geometry in XYZ format:
```
110
Properties=species:S:1:pos:R:3
C 6.550 2.063 0.399
C 5.469 1.488 -0.743
C 3.954 1.538 -0.051
O 3.126 0.364 -0.361
C 1.674 0.655 -0.115
N 1.238 0.631 1.184
P 2.185 0.296 2.700
O 1.510 -1.220 3.289
Br 1.731 1.998 4.186
C -0.263 0.992 1.113
C -1.251 0.261 2.249
C -2.644 1.096 2.452
N -2.586 2.196 3.314
C -0.839 1.066 -0.457
C -1.588 2.525 -0.798
N -0.873 3.734 -0.264
C -2.093 0.068 -0.866
C -1.883 -1.514 -0.564
C -3.286 -2.074 0.151
S -3.126 -3.792 0.876
C -3.234 -3.624 2.776
S -4.454 -2.611 3.402
N -2.241 -4.436 3.578
C -2.806 -4.930 4.892
C -1.499 -5.534 5.744
O -0.764 -4.384 6.294
C -0.541 -3.328 5.295
C -0.909 -3.741 3.751
C 0.576 0.952 -1.343
C 0.825 -0.422 -2.240
C -0.126 -0.546 -3.565
C 0.740 -0.950 -4.935
C -0.033 -2.214 -5.697
N 0.486 -3.575 -5.260
C -0.402 -4.632 -4.603
C 0.608 -5.898 -4.265
C 2.110 -5.443 -4.833
C 1.949 -3.938 -5.471
P 0.976 2.308 -2.624
O 1.707 3.722 -1.922
O 2.068 1.788 -3.871
H 6.338 1.484 1.419
H 7.666 1.836 0.123
H 6.346 3.206 0.645
H 5.759 0.434 -1.155
H 5.510 2.295 -1.617
H 3.476 2.546 -0.407
H 4.167 1.675 1.116
H 1.724 -1.910 2.588
H -0.196 2.068 1.630
H -0.647 0.381 3.272
H -1.367 -0.889 2.089
H -3.673 0.897 1.933
H -1.609 2.292 3.699
H -1.805 2.661 -1.949
H -2.665 2.519 -0.281
H -1.302 4.023 0.645
H -0.895 4.528 -0.970
H -3.107 0.388 -0.323
H -2.309 0.256 -2.023
H -1.752 -2.198 -1.532
H -0.932 -1.672 0.100
H -4.115 -2.013 -0.703
H -3.530 -1.288 1.005
H -3.250 -4.083 5.578
H -3.544 -5.821 4.689
H -0.820 -6.212 5.044
H -1.887 -6.192 6.645
H -1.149 -2.338 5.543
H 0.606 -2.998 5.308
H -0.094 -4.452 3.246
H -0.894 -2.750 3.119
H 1.951 -0.495 -2.633
H 0.732 -1.344 -1.486
H -0.838 0.361 -3.760
H -0.839 -1.485 -3.377
H 1.868 -1.227 -4.686
H 0.777 -0.070 -5.722
H 0.066 -2.172 -6.864
H -1.200 -2.220 -5.459
H -1.569 -4.586 -4.365
H 0.360 -6.936 -3.771
H 3.124 -6.045 -4.806
H 2.745 -3.230 -5.995
H 2.135 4.201 -2.698
H 2.844 1.378 -3.376
C -1.160 7.732 0.212
O -1.959 6.719 -0.370
H -0.110 7.439 0.145
H -1.309 8.670 -0.327
H -1.435 7.855 1.263
H -2.885 7.006 -0.296
C 5.174 5.814 0.685
O 4.376 4.801 0.102
H 6.225 5.521 0.618
H 5.025 6.753 0.145
H 4.899 5.938 1.735
H 3.450 5.089 0.176
C -1.766 0.718 -7.265
O -0.531 0.960 -6.616
H -2.028 -0.336 -7.147
H -2.544 1.338 -6.813
H -1.671 0.950 -8.329
H -0.324 1.902 -6.738
C -4.406 -1.450 7.611
O -4.444 -2.828 7.935
H -5.316 -1.187 7.068
H -4.349 -0.860 8.530
H -3.536 -1.247 6.981
H -3.624 -3.031 8.416
```

Results
Orbital gap: 5.4 eV
LUMO energy: -4.120 eV
Energy: -168241.71925 eV
Total charge: +1


The following is a DFT calculation (wB97M-V/def2-TZVPD) of 5 unconnected molecules or ions with the total composition C9H25O11 in a non-equilibrium geometry.

The geometry in XYZ format:
```
45
Properties=species:S:1:pos:R:3
O -1.105 0.340 -0.083
C -1.095 1.355 -0.940
O -1.852 1.400 -1.912
O -0.411 2.328 -0.687
H -0.317 0.589 0.407
C 3.905 2.242 -0.490
C 4.565 0.875 -0.276
O 4.351 0.441 1.097
O 2.530 2.093 -0.659
H 4.136 2.607 -1.491
H 4.169 2.927 0.315
H 5.622 1.071 -0.456
H 4.252 0.063 -0.933
H 5.123 0.483 1.666
H 2.230 1.486 0.021
C -4.466 -1.547 -0.851
C -5.151 -0.743 -1.941
O -4.273 -0.070 -2.808
O -3.826 -2.786 -1.237
H -5.225 -1.788 -0.107
H -3.737 -0.908 -0.352
H -5.778 -0.032 -1.403
H -5.839 -1.387 -2.489
H -3.742 0.594 -2.361
H -3.740 -2.818 -2.193
C 0.235 -2.939 0.395
C -0.244 -3.040 -1.102
O -0.068 -1.814 -1.777
O 0.332 -4.258 0.875
H -0.500 -2.279 0.856
H 1.158 -2.369 0.498
H -1.228 -3.498 -1.205
H 0.287 -3.813 -1.658
H -0.731 -1.202 -1.450
H 1.093 -4.730 0.531
C 1.241 1.618 2.797
C 0.411 2.905 2.726
O 0.846 3.671 1.660
O 1.220 0.861 1.589
H 0.918 0.963 3.606
H 2.305 1.839 2.882
H 0.417 3.362 3.716
H -0.632 2.655 2.530
H 0.767 3.092 0.899
H 1.846 0.164 1.796
```

Results
Orbital gap: 6.7 eV
LUMO energy: 2.390 eV
Energy: -32260.41309 eV
Total charge: -1


The following is a DFT calculation (wB97M-V/def2-TZVPD) of a molecular structure, C6H12ClIrN2 in a non-equilibrium geometry.

The geometry in XYZ format:
```
22
Properties=species:S:1:pos:R:3
C 1.314 -1.434 -0.418
Ir -0.110 -0.122 -0.127
N -1.118 -0.466 -1.923
H 0.876 0.558 0.954
H -0.785 -0.991 1.042
H 1.764 -1.602 0.575
H 2.050 -0.962 -1.094
H 0.906 -2.365 -0.842
H -1.088 0.347 -2.543
H -2.100 -0.710 -1.767
H -0.690 -1.248 -2.423
Cl -4.923 2.266 1.408
C -3.384 2.483 0.694
C -3.004 3.722 0.172
C -1.731 3.833 -0.383
C -0.891 2.718 -0.414
N -1.292 1.526 0.073
C -2.507 1.391 0.650
H -3.692 4.561 0.226
H -1.363 4.771 -0.794
H 0.120 2.744 -0.828
H -2.754 0.412 1.056
```

Results
Orbital gap (spin up / spin down): 6.8 / 5.0 eV
LUMO energy (spin up / spin down): -3.193 / -8.082 eV
Spin multiplicity: 6
Energy: -24742.67665 eV
Total charge: +1


The following is a DFT calculation (wB97M-V/def2-TZVPD) of 5 unconnected molecules or ions with the total composition H12NO4 in a non-equilibrium geometry.

The geometry in XYZ format:
```
17
Properties=species:S:1:pos:R:3
N 0.282 -0.378 -0.678
H -0.654 -0.789 -0.616
H 0.902 -1.103 -1.070
H 0.632 -0.159 0.274
H 0.236 0.451 -1.271
H -3.041 -0.377 -0.878
H -3.324 -1.537 -1.877
O -2.667 -1.160 -1.294
H 0.849 2.496 -2.350
H -0.342 3.237 -1.693
O 0.010 2.362 -1.891
H 2.469 0.499 2.300
H 3.173 -0.591 1.469
O 2.422 0.019 1.466
H -0.152 -1.764 2.729
H -0.151 -0.233 2.925
O -0.644 -0.974 2.455
```

Results
Orbital gap: 11.9 eV
LUMO energy: -3.135 eV
Energy: -9869.32417 eV
Total charge: +1